P | An isolated molecule of CH4O2P2. Source: the OMol25 dataset; level of theory: ωB97M-V with the def2-TZVPD basis set.

Geometry (Å):
H -0.819 -2.078 -0.272
H 0.224 -1.123 1.139
H -1.658 -1.345 1.072
O 1.836 2.596 -0.500
O 0.819 0.383 -0.941
P -0.832 0.325 -0.537
P 2.116 1.334 -1.211
C -0.773 -1.241 0.446
H -0.913 1.151 0.802

Multiplicity: 1
SMILES: CPOP=O
HOMO energy in eV: -9.58


Q | An isolated molecule of CH4O2P2. Source: the OMol25 dataset; level of theory: ωB97M-V with the def2-TZVPD basis set.

Geometry (Å):
P 0.464 -0.091 -0.658
H 1.195 -1.297 -1.110
H 2.285 0.300 0.902
H -0.331 0.538 -1.809
O -2.702 0.060 -0.415
O -1.690 -1.186 1.587
H 1.088 1.751 0.680
C 1.314 0.655 0.637
P -1.623 -0.729 0.188

Multiplicity: 1
SMILES: C=[PH2]P(=O)=O
HOMO energy (alpha / beta) in eV: -8.76 / -8.76


R | An isolated molecule of CH4O2P2. Source: the OMol25 dataset; level of theory: ωB97M-V with the def2-TZVPD basis set.

Geometry (Å):
O 1.360 1.904 0.013
H -1.635 -0.406 1.073
H -0.865 0.281 -0.584
H 0.488 1.617 0.428
P 0.239 -1.663 -0.125
C -1.310 -0.616 -0.023
O 1.464 -0.626 -0.171
H -2.156 -1.149 -0.531
P 2.417 0.658 -0.079

Multiplicity: 1
HOMO energy (alpha / beta) in eV: -7.64 / -7.28


It is P that is the most stable of them.


P | A cluster of 2 separate species, C10H13O3 in total. Source: the OMol25 dataset; level of theory: ωB97M-V with the def2-TZVPD basis set.

Geometry (Å):
O -1.398 1.329 -1.316
C -3.314 -1.527 -0.389
C -2.122 -2.368 -0.850
O -4.259 -2.159 0.089
C 0.141 0.473 0.272
C 2.364 1.551 0.489
C -0.203 1.356 -0.765
C 1.969 2.546 -0.409
C 1.458 0.525 0.795
H -1.355 -1.681 -1.241
C 3.748 1.828 1.138
H 4.376 1.313 0.348
O -3.049 -0.277 -0.307
H -0.568 -3.225 0.437
H -2.144 0.739 -0.944
H -2.052 -4.200 0.432
H 3.919 2.846 1.383
C -1.668 -3.167 0.388
H 0.230 3.354 -1.445
H -1.964 -2.704 1.332
C 0.654 2.488 -0.906
H 1.855 -0.332 1.328
H -0.526 -0.370 0.420
H -2.389 -3.057 -1.659
H 3.688 1.439 2.189
H 2.606 3.277 -0.809

Multiplicity: 1
Net charge: -1
HOMO energy in eV: -4.81


Q | A cluster of 2 separate species, C10H13O3 in total. Source: the OMol25 dataset; level of theory: ωB97M-V with the def2-TZVPD basis set.

Geometry (Å):
H -2.484 1.514 3.728
H -3.585 0.311 2.979
H 1.787 1.119 1.922
O -0.283 -0.766 -3.185
C -0.329 1.017 2.391
C -0.413 -1.290 0.907
H 0.680 2.926 -2.396
H 0.035 1.879 -1.069
H 1.991 0.763 -1.515
H -3.070 1.747 2.094
C -1.521 0.304 2.342
H -2.431 -1.482 1.522
H -0.317 2.033 2.788
O 1.878 -0.939 0.340
H -0.636 1.639 -2.609
C 0.295 1.947 -2.129
C -2.778 1.024 2.843
O 1.491 -1.508 -2.064
H 2.004 0.998 -3.231
H 1.778 -1.155 -1.117
C -1.517 -0.918 1.682
C 0.857 0.587 1.800
C 1.341 0.860 -2.376
C 0.789 -0.567 0.972
H -0.532 -2.140 0.253
C 0.752 -0.541 -2.614

Multiplicity: 1
Net charge: -1
HOMO energy in eV: -3.54


It is Q that is the most stable of them.


P | A structure of composition C23H18F3N4O3PtS3. Source: the OMol25 dataset; level of theory: ωB97M-V with the def2-TZVPD basis set.

Geometry (Å):
C -3.079 3.746 -1.537
H 1.847 -5.155 -1.057
C -1.774 3.311 -1.319
H -5.150 3.252 -1.285
H 0.599 -1.371 -5.019
C 0.203 -1.231 -4.024
C 5.064 -4.623 -0.107
F 0.931 -0.363 5.838
H 1.355 3.751 2.450
N 0.585 -0.932 -1.713
F -1.071 -0.609 5.066
H 4.089 -6.308 -1.065
H 5.693 -2.794 0.825
C -1.171 -1.145 -3.793
C 4.879 -3.357 0.392
C -4.129 2.928 -1.126
H 1.616 2.156 0.537
C 1.109 2.707 2.568
H -2.725 -0.988 -2.303
H 0.502 2.877 4.625
N 2.600 -3.472 -0.166
H -4.712 1.067 -0.220
S -2.328 -0.253 0.511
H -2.477 5.697 -2.223
H -0.505 1.756 -0.564
H 2.130 -1.188 -3.054
H 6.042 -5.081 -0.071
O -3.412 -1.106 0.130
O 1.336 -2.999 -0.208
F -0.520 1.226 6.081
H -0.946 3.933 -1.637
H -4.175 5.584 -1.746
O -2.069 -0.009 1.901
C 1.263 1.843 1.509
C -1.523 2.093 -0.709
C 2.754 -4.717 -0.671
C -0.736 -0.909 -1.478
C 3.981 -5.315 -0.656
N 0.942 0.553 1.651
H -1.862 -1.222 -4.622
C 0.633 2.212 3.782
C -1.666 -0.994 -2.514
C -3.354 5.052 -2.226
C 1.054 -1.133 -2.947
Pt 1.052 -1.114 0.504
C -0.089 0.279 5.245
C 3.614 -2.763 0.350
H -3.639 4.882 -3.266
C 0.353 0.868 3.930
S 3.308 -1.161 0.917
C 0.534 0.042 2.830
N -0.928 -0.814 -0.121
S 0.448 -1.684 2.641
C -2.583 1.294 -0.311
C -3.893 1.704 -0.524

Multiplicity: 1
Net charge: +1
HOMO energy in eV: -11.50


Q | A structure of composition C23H18F3N4O3PtS3. Source: the OMol25 dataset; level of theory: ωB97M-V with the def2-TZVPD basis set.

Geometry (Å):
S -3.335 0.225 -1.410
C -2.557 -0.358 1.104
C 0.544 3.120 3.656
H 3.286 1.922 -5.268
H -0.651 0.866 -3.960
C -5.410 1.938 -1.600
H -4.835 -1.559 3.273
H 0.390 3.893 4.395
C -2.699 -1.588 3.532
N -1.427 -0.626 1.749
C 0.102 3.343 2.373
C -1.508 -1.226 2.938
S 2.694 0.894 -0.568
C -5.198 4.302 -2.062
C -3.815 -0.669 1.623
H -4.713 -0.434 1.072
C -3.874 -1.298 2.849
H 0.874 1.492 -5.815
H -2.144 2.814 -1.977
C 1.348 0.985 2.985
C -3.222 2.912 -1.940
N -2.387 0.306 -0.117
H -6.428 5.931 -1.402
H -0.395 4.240 2.039
O -4.374 -0.745 -1.379
C 2.095 1.133 -2.201
C 1.247 1.408 -4.805
C -4.030 1.812 -1.679
H -3.191 5.008 -2.336
C 4.480 1.705 -2.880
C 0.398 1.063 -3.787
N 0.805 0.947 -2.505
N 0.272 2.416 1.401
C 0.885 1.239 1.706
H -0.563 -1.428 3.431
Pt -0.688 0.578 -1.154
O -0.158 2.653 0.217
F 5.143 2.167 -3.940
C -3.814 4.147 -2.131
H 1.835 0.040 3.179
H 1.538 1.742 4.981
F 4.636 2.594 -1.884
C 2.581 1.640 -4.499
C 3.016 1.492 -3.199
H -6.515 5.615 -3.128
H -6.024 1.068 -1.409
C 1.180 1.929 3.979
H -2.709 -2.078 4.494
S 1.040 0.031 0.437
F 5.066 0.564 -2.495
H -5.094 6.417 -2.453
H -7.059 3.286 -1.739
C -5.983 3.183 -1.792
O -2.241 0.048 -2.458
C -5.839 5.643 -2.273

Multiplicity: 1
Net charge: +1
HOMO energy in eV: -11.18


It is P that is the most stable of them.


P | The ion C4H9INO with charge +1. Source: the OMol25 dataset; level of theory: ωB97M-V with the def2-TZVPD basis set.

Geometry (Å):
H 0.026 -2.842 -0.368
H -0.880 1.290 -1.873
H -1.139 0.425 2.138
H 0.411 1.148 1.580
H 0.138 2.285 -1.044
H 1.155 -2.194 -1.589
I 2.570 0.261 -0.045
H -2.146 0.784 -0.079
C -0.480 0.588 1.284
O -0.139 -0.683 0.780
H -1.527 2.313 0.573
H 1.788 -2.873 -0.113
C 0.892 -0.973 0.119
C -1.239 1.343 0.157
N -0.387 1.422 -1.001
C 0.956 -2.294 -0.519

Multiplicity: 1
Net charge: +1
HOMO energy in eV: -13.53


Q | A cluster of 3 separate species, C4H9INO in total. Source: the OMol25 dataset; level of theory: ωB97M-V with the def2-TZVPD basis set.

Geometry (Å):
H 1.030 -4.350 2.685
H -1.594 -0.335 0.293
H 1.128 3.211 -1.651
I -0.069 -3.540 1.749
H -0.234 2.057 0.042
C 1.015 2.185 -1.687
H 0.717 -0.291 -1.405
H -1.155 -1.569 -1.013
C -1.125 -0.449 -0.720
H 0.724 -0.213 0.230
H 1.456 1.629 -2.617
C -0.221 -0.029 2.924
C 0.366 1.590 -0.702
N 0.205 0.104 -0.586
H -1.667 0.102 -1.527
O -0.578 -0.103 3.984

Multiplicity: 1
Net charge: +1
HOMO energy in eV: -13.21


It is P that is the most stable of them.